[1]
Here is a cluster of 8 separate species, C19H32N6O3S in total from the Open Molecules 2025 dataset. Energies are from wB97M-V/def2-TZVPD.

Summary:
**Max |F|**: 1.5 eV Å⁻¹
**SMILES**: O=S1(=O)CCCC1.CC(C)=O.CC#N.CC#N.CC#N.CC#N.CC#N.CC#N
**Energy relative to the best compared isomer or geometry (same formula, charge and spin)**: 109.38 kcal per mole
**Electronic energy**: -46138.2030 eV
**HOMO energy**: -9.5 eV
**HOMO-LUMO gap**: 9.81 eV

Structure (XYZ):
```
61
Properties=species:S:1:pos:R:3:forces:R:3
O 4.240 1.023 -0.337 0.0 0.0 0.0
S 3.941 2.224 0.412 -0.1 0.8 0.3
O 4.855 3.367 0.329 -1.0 -1.1 0.0
C 2.188 2.746 0.069 1.3 0.4 -0.4
C 1.429 2.636 1.372 -0.8 -0.4 0.0
C 2.135 1.623 2.267 0.8 -0.4 0.6
C 3.640 1.845 2.160 -0.1 0.9 -0.3
H 1.829 2.135 -0.757 0.0 -0.2 0.2
H 2.341 3.757 -0.307 -0.4 0.1 0.1
H 1.300 3.598 1.868 0.4 0.1 0.0
H 0.403 2.293 1.221 0.1 0.1 -0.3
H 1.970 0.568 2.027 -0.5 0.3 -0.4
H 1.841 1.757 3.310 -0.1 0.0 -0.1
H 4.271 1.035 2.509 0.1 0.0 -0.1
H 3.901 2.795 2.633 0.2 -0.2 0.2
C -0.532 -0.149 -0.223 0.2 -0.3 0.0
C -1.882 -0.307 0.416 -0.4 -0.1 0.3
C -2.967 -1.035 -0.330 0.3 0.0 -0.2
O -2.087 0.061 1.555 0.2 0.3 0.2
H -0.233 0.899 -0.275 -0.2 0.0 -0.1
H -0.482 -0.607 -1.207 0.0 0.1 0.0
H 0.208 -0.648 0.409 -0.1 0.0 0.0
H -3.953 -0.683 -0.037 0.0 0.0 0.0
H -2.903 -2.079 -0.018 -0.1 0.1 -0.1
H -2.818 -1.014 -1.410 -0.1 0.0 0.0
C 0.383 -0.758 4.336 0.5 0.1 -0.6
C 0.853 -1.485 3.147 -0.4 -0.1 0.2
N 1.201 -2.066 2.220 0.0 0.0 0.0
H 1.007 0.133 4.419 -0.1 -0.1 0.2
H 0.515 -1.378 5.217 -0.1 0.0 0.1
H -0.644 -0.433 4.194 -0.1 -0.2 0.0
C -1.318 1.705 -3.307 -0.9 -0.2 0.7
C -1.117 2.624 -2.193 0.4 0.2 -0.6
N -0.959 3.346 -1.317 0.0 0.1 0.3
H -0.741 0.806 -3.109 0.1 0.0 -0.2
H -1.126 2.124 -4.289 0.3 0.2 0.1
H -2.384 1.462 -3.243 0.1 -0.3 -0.3
C 3.762 0.302 -3.744 -0.3 -0.9 0.0
C 2.444 0.071 -3.156 0.3 0.3 0.1
N 1.423 -0.134 -2.678 -0.1 0.0 -0.1
H 3.844 1.302 -4.156 0.1 0.1 0.1
H 3.863 -0.451 -4.530 0.2 0.3 -0.2
H 4.520 0.086 -2.994 0.0 0.3 0.1
C -1.446 -4.878 1.022 0.2 -0.1 -0.2
C -2.798 -4.488 0.632 0.4 -0.5 0.7
N -3.880 -4.200 0.395 -0.4 0.1 -0.2
H -0.980 -4.092 1.616 0.1 0.1 -0.2
H -0.883 -5.074 0.112 0.1 0.2 0.1
H -1.400 -5.791 1.614 -0.5 0.0 0.0
C -5.220 2.322 -0.038 -0.1 -0.2 0.1
C -6.302 1.691 0.707 0.2 0.0 0.1
N -7.138 1.190 1.308 -0.3 -0.1 0.1
H -5.547 2.416 -1.072 0.2 0.3 0.0
H -4.327 1.698 0.010 0.0 0.0 0.0
H -4.981 3.277 0.425 0.0 0.1 -0.3
C 1.625 -3.122 -1.468 -0.5 -0.2 0.7
C 0.215 -3.367 -1.738 0.1 0.0 -0.2
N -0.910 -3.489 -1.922 -0.2 -0.1 -0.1
H 2.174 -2.996 -2.394 0.1 0.2 0.1
H 2.025 -3.944 -0.873 0.1 -0.1 -0.2
H 1.611 -2.251 -0.810 0.5 0.2 -0.3
```
Forces are in eV/Å.

***

[2]
Here is a cluster of 4 separate species, C19H33BN3O7PS in total from the Open Molecules 2025 dataset. Energies are from wB97M-V/def2-TZVPD.

Summary:
**Max |F|**: 0.5 eV Å⁻¹
**Electronic energy**: -59845.0861 eV
**HOMO energy**: -8.1 eV
**HOMO-LUMO gap**: 8.41 eV

Structure (XYZ):
```
65
Properties=species:S:1:pos:R:3:forces:R:3
C 2.264 2.413 -0.393 0.1 -0.1 0.0
C 0.950 1.672 -0.165 -0.1 0.3 0.2
O 1.172 0.414 0.505 -0.1 0.1 -0.1
P 0.742 -0.972 -0.151 0.0 -0.3 -0.2
O -0.099 -0.850 -1.351 0.0 0.1 0.0
C 0.134 -1.932 1.246 -0.3 0.4 0.0
C -1.380 -1.983 1.447 0.1 -0.3 0.2
O -2.054 -0.858 0.872 0.1 -0.1 0.1
S -3.692 -1.082 0.782 -0.1 0.0 -0.1
O -3.885 -2.141 -0.181 -0.1 0.0 0.0
O -3.910 0.331 0.108 0.3 -0.1 0.0
B -3.125 0.804 -1.006 -0.1 0.1 0.0
C -3.171 0.131 -2.397 -0.1 0.3 -0.1
O -2.382 1.912 -0.752 0.4 -0.3 0.0
O 2.112 -1.753 -0.389 0.0 0.1 0.0
C 2.924 -1.365 -1.514 0.2 0.0 0.1
C 4.176 -2.208 -1.509 -0.1 -0.1 0.0
H 3.107 1.750 -0.201 0.0 -0.1 0.0
H 2.364 3.262 0.280 0.0 0.0 0.0
H 2.340 2.766 -1.420 0.0 0.0 0.0
H 0.318 2.254 0.506 -0.1 0.0 0.0
H 0.396 1.517 -1.086 0.0 -0.2 0.0
H 0.598 -1.501 2.133 0.2 -0.1 0.0
H 0.510 -2.941 1.097 0.1 -0.1 0.1
H -1.766 -2.919 1.044 -0.1 0.1 -0.3
H -1.586 -1.977 2.520 0.0 -0.1 0.0
H -4.147 -0.274 -2.653 0.0 -0.1 0.0
H -2.860 0.838 -3.166 0.0 0.0 -0.1
H -2.434 -0.678 -2.384 0.0 -0.1 0.0
H -2.057 1.912 0.158 -0.4 0.3 0.0
H 3.182 -0.308 -1.409 -0.1 0.1 -0.1
H 2.351 -1.505 -2.429 -0.1 0.0 0.0
H 4.742 -2.035 -2.423 0.1 0.1 0.0
H 4.804 -1.980 -0.651 0.0 0.0 0.0
H 3.916 -3.265 -1.471 0.0 0.0 0.0
N 4.230 5.569 0.816 0.0 0.0 0.0
C 3.071 6.263 1.035 0.0 0.0 0.0
C 3.098 6.723 2.324 0.0 0.0 0.0
C 4.322 6.290 2.904 0.0 0.0 0.0
C 4.998 5.580 1.948 0.0 0.0 0.0
H 4.477 5.117 -0.045 0.0 0.0 0.0
H 2.331 6.371 0.260 0.0 0.0 0.0
H 2.327 7.307 2.799 0.0 0.0 0.0
H 4.665 6.479 3.907 0.0 0.0 0.0
H 5.953 5.086 1.977 0.0 0.0 0.0
N -0.766 -2.826 5.189 0.0 0.0 0.0
C -0.127 -3.445 6.228 0.0 0.0 0.0
C 0.787 -2.565 6.743 0.0 0.0 0.0
C 0.695 -1.366 5.984 0.0 0.0 0.0
C -0.271 -1.559 5.034 0.0 0.0 0.0
H -1.488 -3.242 4.630 0.0 0.0 0.0
H -0.376 -4.452 6.514 0.0 0.0 0.0
H 1.447 -2.757 7.571 0.0 0.0 0.0
H 1.271 -0.467 6.121 0.0 0.0 0.0
H -0.645 -0.897 4.271 0.0 0.0 0.0
N -4.687 -2.567 -4.872 0.0 0.0 0.0
C -3.433 -2.493 -5.410 0.0 0.0 0.0
C -3.564 -2.380 -6.768 0.0 0.0 0.0
C -4.957 -2.385 -7.060 0.0 0.0 0.0
C -5.622 -2.501 -5.869 0.0 0.0 0.0
H -4.889 -2.657 -3.893 0.0 0.0 0.0
H -2.559 -2.525 -4.783 0.0 0.0 0.0
H -2.755 -2.302 -7.474 0.0 0.0 0.0
H -5.415 -2.311 -8.032 0.0 0.0 0.0
H -6.674 -2.541 -5.648 0.0 0.0 0.0
```
Forces are in eV/Å.

***

[3]
Here is a structure of composition C19H33Cl2GdN2O4S from the Open Molecules 2025 dataset. Energies are from wB97M-V/def2-TZVPD.

Summary:
**Max |F|**: 2.3 eV Å⁻¹
**Spin multiplicity**: 8
**Electronic energy**: -88123.7476 eV
**HOMO energy (spin up / spin down)**: -7.5 / -7.4 eV
**HOMO-LUMO gap (spin up / spin down)**: 7.84 / 6.16 eV

Structure (XYZ):
```
62
Properties=species:S:1:pos:R:3:forces:R:3
O 0.743 -0.401 -2.529 -0.2 0.6 0.6
C -0.318 0.236 -2.551 -1.0 -0.7 -1.2
C -0.403 1.706 -2.891 0.6 -0.3 0.2
C 0.105 2.734 -2.101 0.6 0.7 -0.6
H 0.317 2.589 -1.035 0.1 -0.1 -0.5
C 0.384 3.969 -2.724 -0.6 -0.3 0.0
H 0.814 4.803 -2.144 -0.3 -0.5 -0.4
C 0.060 4.152 -4.078 -0.2 0.0 -0.5
H 0.240 5.128 -4.550 0.0 -0.5 0.2
C -0.543 3.129 -4.851 0.1 0.8 0.8
H -0.844 3.299 -5.899 0.3 -0.1 0.7
C -0.797 1.921 -4.214 0.2 0.0 -0.4
H -1.241 1.104 -4.789 0.2 0.1 0.3
H -1.217 -0.283 -2.995 0.4 0.1 0.6
C -2.545 -0.951 -1.062 -1.1 -0.5 0.5
C -1.631 0.184 -0.738 -0.5 1.6 -1.5
H -3.232 -0.668 -1.872 0.0 0.1 0.2
H -3.183 -1.234 -0.194 0.2 -0.1 -0.4
H -2.037 -1.848 -1.413 0.2 0.0 0.1
C -2.169 1.371 -0.335 -0.6 -0.2 -1.1
C -3.600 1.687 0.005 -0.3 0.2 0.0
H -1.554 2.270 -0.268 0.1 -0.5 0.3
H -4.105 2.231 -0.817 0.2 -0.1 0.3
H -3.516 2.356 0.881 -0.5 -0.2 -0.3
H -4.230 0.824 0.278 0.4 0.3 -0.1
Gd -1.024 -0.158 1.456 1.6 -0.3 0.9
Cl 0.177 2.181 1.821 -0.1 0.5 -0.2
Cl -3.187 -0.173 2.855 -0.4 -0.1 0.2
H 4.395 1.249 -1.726 -0.2 0.2 0.0
H 4.477 1.716 0.825 -0.3 0.0 0.1
C 3.312 1.411 -1.601 0.5 -0.5 -0.1
C 3.376 1.709 0.865 -0.5 0.4 -0.3
N 2.879 0.961 -0.285 0.4 0.2 0.3
H 2.768 0.864 -2.387 0.1 0.2 0.4
C 2.181 -0.173 -0.172 -1.5 -0.2 0.2
O 1.288 -0.398 0.672 2.1 -0.3 -0.9
H 3.016 1.266 1.800 0.1 0.1 -0.4
H 2.444 -0.905 -0.955 -0.5 0.1 0.1
H 3.088 2.481 -1.700 0.0 -0.3 0.0
H 3.004 2.740 0.786 0.2 -0.2 0.3
H -0.448 -5.819 1.490 0.1 0.1 0.1
H 1.448 -5.858 -0.318 0.0 0.0 0.0
C -0.981 -5.158 0.804 0.0 -0.1 0.1
C 0.803 -5.189 -0.891 0.2 0.0 -0.1
N -0.030 -4.410 -0.004 -0.1 -0.1 0.0
H -1.616 -4.480 1.366 0.1 0.0 -0.1
C 0.054 -3.086 0.035 -1.0 1.2 0.9
O -0.685 -2.375 0.761 0.7 -1.5 -0.7
H 1.419 -4.510 -1.481 0.0 -0.1 0.0
H 0.803 -2.613 -0.621 -0.2 -0.2 0.1
H -1.587 -5.804 0.163 0.0 0.2 -0.1
H 0.189 -5.802 -1.553 0.0 0.1 0.0
C -0.176 1.314 4.822 -0.1 0.2 0.1
S 0.973 0.019 4.366 -0.4 -0.8 -0.2
C 0.776 -1.130 5.747 0.0 0.1 0.3
O 0.289 -0.783 3.259 0.6 0.3 0.9
H 0.038 1.648 5.838 0.0 -0.1 0.0
H -1.200 0.938 4.700 0.2 0.0 0.2
H -0.011 2.132 4.107 -0.1 -0.3 0.4
H -0.284 -1.390 5.864 0.3 0.2 -0.1
H 1.347 -2.036 5.513 -0.1 0.3 -0.1
H 1.184 -0.686 6.662 -0.1 0.0 -0.1
```
Forces are in eV/Å.

***

[4]
Here is a structure of composition C19H33Cl2N2O3SZn from the Open Molecules 2025 dataset. Energies are from wB97M-V/def2-TZVPD.

Summary:
**Max |F|**: 5.2 eV Å⁻¹
**Net charge**: -1
**Electronic energy**: -113657.7536 eV
**HOMO energy (spin up / spin down)**: 0.3 / 0.3 eV
**HOMO-LUMO gap (spin up / spin down)**: 1.65 / 1.62 eV

Structure (XYZ):
```
61
Properties=species:S:1:pos:R:3:forces:R:3
O 0.407 1.169 -3.487 2.3 -0.7 4.4
C -0.291 1.170 -4.540 -1.9 0.8 -4.7
C -0.024 1.966 -5.703 -0.8 -1.9 2.8
C 1.097 2.814 -5.887 0.5 0.7 -0.6
H 1.796 2.973 -5.068 0.0 -0.1 -0.2
C 1.279 3.412 -7.131 -0.4 -0.1 0.2
H 2.160 4.033 -7.315 -0.2 -0.1 0.1
C 0.342 3.241 -8.168 0.9 0.7 -0.6
H 0.479 3.749 -9.127 0.1 -0.2 0.3
C -0.793 2.444 -7.960 -0.5 -0.6 1.0
H -1.526 2.316 -8.758 0.1 0.0 0.2
C -0.972 1.830 -6.734 -0.5 0.4 -2.0
H -1.834 1.193 -6.551 0.0 0.1 -0.1
H -1.137 0.471 -4.595 0.1 0.4 -0.2
C -2.449 2.128 -1.427 0.1 0.6 0.1
C -1.569 1.512 -0.383 -1.1 -0.3 0.9
H -3.468 2.295 -1.046 0.3 -0.2 -0.1
H -2.507 1.454 -2.296 0.1 0.2 0.1
H -2.053 3.086 -1.769 0.0 -0.1 -0.1
C -1.972 0.804 0.692 0.6 0.1 -0.3
C -3.266 0.997 1.417 -0.8 -0.1 -0.6
H -1.333 0.018 1.083 0.5 0.6 0.3
H -3.825 1.823 0.949 0.0 -0.3 0.3
H -3.090 1.261 2.476 0.1 -0.1 -0.4
H -3.893 0.089 1.407 0.1 0.3 0.0
Zn -0.010 -0.276 -2.157 0.0 0.9 -1.2
Cl 0.162 1.813 -0.599 0.1 -0.3 0.0
Cl -1.633 -1.441 -3.078 -0.2 -0.3 0.3
H 4.118 0.675 -3.513 -0.1 -0.2 0.1
H 5.291 1.161 -1.695 -0.1 -0.1 0.2
C 3.166 0.451 -3.025 -0.2 0.4 -0.2
C 4.466 1.049 -0.985 0.0 0.0 0.2
N 3.418 0.252 -1.604 0.0 -0.2 0.5
H 2.721 -0.451 -3.459 0.1 0.3 0.1
C 2.651 -0.540 -0.865 -0.8 0.0 -1.1
O 1.571 -1.037 -1.295 1.3 -0.1 0.7
H 4.812 0.536 -0.082 0.0 0.2 -0.1
H 3.014 -0.773 0.144 -0.2 0.2 -0.1
H 2.482 1.296 -3.180 0.0 -0.3 -0.1
H 4.099 2.050 -0.704 0.1 -0.3 -0.2
H -1.264 -5.325 1.507 0.0 0.1 0.0
H -0.460 -6.285 -0.582 0.1 0.1 -0.1
C -1.691 -4.473 0.967 -0.1 -0.2 -0.1
C -0.845 -5.431 -1.149 -0.1 0.3 0.1
N -0.964 -4.280 -0.270 -0.1 -0.2 0.2
H -1.630 -3.567 1.573 0.0 -0.1 -0.1
C -0.558 -3.048 -0.635 -0.1 1.0 0.4
O -0.743 -2.024 0.035 0.2 -1.1 -0.7
H -0.164 -5.192 -1.970 -0.1 -0.1 0.1
H -0.044 -3.044 -1.616 -0.1 0.0 0.4
H -2.743 -4.711 0.766 0.1 0.1 0.0
H -1.822 -5.713 -1.565 0.1 0.1 0.0
C 1.171 -0.434 4.186 0.6 -0.3 0.1
S 1.297 0.247 2.532 -0.5 0.0 -0.3
C 0.599 1.864 2.892 0.2 0.5 0.1
H 1.116 -1.520 4.064 0.0 0.1 0.2
H 0.282 -0.077 4.711 0.1 -0.1 -0.1
H 2.080 -0.174 4.736 -0.3 -0.1 0.2
H -0.220 1.755 3.612 0.2 0.1 -0.2
H 1.388 2.506 3.302 -0.3 0.0 0.0
H 0.212 2.317 1.975 0.1 -0.2 0.2
```
Forces are in eV/Å.